Here is a 5-piece molecular cluster, C39H78O12S overall in a non-equilibrium geometry from the Open Molecules 2025 dataset. Energies are from ωB97M-V with the def2-TZVPD basis set.

Geometry as XYZ:
```
130
Properties=species:S:1:pos:R:3:lowdin_charge:R:1
C -2.6062 2.5793 0.6762 -0.10
C -3.6848 3.0730 1.6647 -0.22
C -3.3862 2.8193 3.1443 -0.19
C -2.8284 1.4244 3.4692 -0.21
C -1.4048 1.4819 4.0127 -0.19
C -0.7323 0.1335 4.2486 -0.19
C -1.5168 -0.9123 5.0699 -0.16
C -1.5934 -2.2901 4.3808 -0.19
C -2.9861 -2.9134 4.3713 -0.20
C -3.9914 -2.1228 3.5358 -0.21
C -4.0665 -2.5473 2.0834 -0.20
C -4.9460 -1.5865 1.2528 -0.19
C -4.1094 -0.6349 0.3942 -0.21
C -3.4817 -1.3508 -0.7944 -0.20
C -2.4764 -0.5229 -1.5872 -0.18
C -1.4279 0.2670 -0.8084 -0.16
C -0.1763 -0.5206 -0.4031 -0.27
C -0.5365 -1.5925 0.6101 -0.13
O 0.6120 -2.1835 1.2959 -0.21
S 1.9961 -2.1034 0.5423 0.64
O 1.8621 -2.6555 -0.7700 -0.24
O 2.9686 -2.6696 1.4189 -0.25
C 2.2432 -0.3452 0.4257 -0.26
C 3.2708 -0.0416 -0.6594 -0.23
O 4.5655 -0.4658 -0.3219 -0.17
C 5.0372 -1.6225 -1.0009 -0.08
C 0.9020 0.4021 0.1535 -0.26
C 0.4880 1.0968 1.4632 -0.03
H -3.0606 2.0011 -0.1247 0.06
H -2.1190 3.4246 0.1938 0.09
H -1.8304 1.9890 1.1549 0.01
H -4.6545 2.6652 1.3891 0.10
H -3.7760 4.1508 1.5314 0.10
H -2.7180 3.5902 3.5267 0.11
H -4.3182 2.9452 3.6959 0.10
H -3.4861 0.9299 4.1802 0.10
H -2.8349 0.8008 2.5728 0.08
H -1.3972 2.0765 4.9267 0.12
H -0.8119 2.0279 3.2751 0.09
H -0.4256 -0.3036 3.2971 0.05
H 0.1957 0.3358 4.7851 0.12
H -2.5234 -0.5826 5.3151 0.10
H -0.9983 -1.0437 6.0167 0.09
H -1.2027 -2.2309 3.3631 0.09
H -0.9247 -2.9792 4.8998 0.10
H -3.3443 -2.9661 5.4011 0.11
H -2.9049 -3.9431 4.0224 0.11
H -3.7204 -1.0666 3.5547 0.08
H -4.9813 -2.1834 3.9905 0.12
H -3.0494 -2.5559 1.6841 0.09
H -4.4505 -3.5620 1.9847 0.11
H -5.6382 -2.1423 0.6246 0.11
H -5.5049 -0.9716 1.9582 0.11
H -4.7469 0.1683 0.0240 0.12
H -3.3463 -0.2083 1.0483 0.08
H -4.2967 -1.6014 -1.4763 0.12
H -3.0737 -2.3036 -0.4550 0.09
H -3.0393 0.1738 -2.2033 0.10
H -1.9474 -1.1562 -2.2997 0.11
H -1.0715 1.0492 -1.4815 0.14
H -1.8544 0.7836 0.0503 0.04
H 0.1765 -1.0018 -1.3134 0.14
H -1.1441 -1.1473 1.3938 0.11
H -1.0719 -2.4038 0.1302 0.13
H 2.6591 -0.0370 1.3803 0.14
H 2.9405 -0.4217 -1.6260 0.13
H 3.2910 1.0457 -0.7452 0.12
H 6.1089 -1.5081 -1.1348 0.08
H 4.5806 -1.7210 -1.9852 0.09
H 4.8175 -2.5160 -0.4211 0.08
H 1.1271 1.1778 -0.5787 0.14
H 1.2879 1.7641 1.7771 0.10
H -0.4198 1.6824 1.3556 0.04
H 0.3658 0.3528 2.2493 0.05
C 5.8029 5.7382 -2.7924 -0.06
C 4.6680 5.1007 -2.0188 -0.24
O 4.1060 3.9816 -2.7096 0.00
C 4.6191 2.7382 -2.6243 -0.53
C 5.9515 2.5158 -1.9471 0.02
O 4.0117 1.8322 -3.1240 0.10
H 6.6390 5.0507 -2.9208 0.07
H 6.1651 6.6240 -2.2705 0.08
H 5.4606 6.0329 -3.7841 0.08
H 4.9654 4.8171 -1.0084 0.11
H 3.8426 5.8035 -1.9203 0.12
H 6.7273 2.5051 -2.7119 0.10
H 5.9207 1.5404 -1.4645 0.08
H 6.2066 3.2588 -1.1959 0.07
C -2.2619 -3.1091 -6.3258 -0.06
C -3.4265 -2.3589 -5.7137 -0.23
O -2.9925 -1.2693 -4.8943 -0.01
C -2.6953 -0.0535 -5.3968 -0.52
C -2.6074 0.1365 -6.8894 0.02
O -2.4315 0.8314 -4.6284 0.10
H -1.6824 -2.4769 -6.9989 0.07
H -2.6224 -3.9692 -6.8905 0.08
H -1.5914 -3.4621 -5.5424 0.08
H -4.1354 -2.0122 -6.4668 0.11
H -3.9771 -3.0085 -5.0351 0.12
H -1.5696 0.0049 -7.1914 0.07
H -2.9103 1.1544 -7.1207 0.09
H -3.2237 -0.5411 -7.4738 0.07
C 1.1395 -3.5618 8.9792 -0.06
C 1.2303 -2.4337 7.9726 -0.24
O 0.5224 -1.2702 8.4074 -0.01
C 1.0546 -0.3417 9.2278 -0.53
C 2.3681 -0.6270 9.9206 0.01
O 0.4432 0.6705 9.4215 0.11
H 1.6085 -3.2954 9.9264 0.07
H 1.6309 -4.4549 8.5926 0.08
H 0.0952 -3.7975 9.1822 0.08
H 2.2622 -2.1866 7.7187 0.12
H 0.7383 -2.7250 7.0455 0.11
H 2.1538 -1.0254 10.9113 0.10
H 2.8999 0.3139 10.0332 0.09
H 3.0148 -1.3232 9.3926 0.07
C 3.7042 0.6096 -7.2242 -0.06
C 3.3642 0.1850 -8.6378 -0.24
O 2.0459 -0.3651 -8.7323 0.00
C 0.9470 0.3913 -8.8916 -0.53
C 1.0468 1.8946 -8.7765 0.02
O -0.1076 -0.1598 -9.0606 0.09
H 3.0519 1.4087 -6.8725 0.07
H 4.7343 0.9626 -7.1740 0.08
H 3.5908 -0.2317 -6.5415 0.09
H 3.4923 0.9955 -9.3567 0.11
H 4.0198 -0.6243 -8.9534 0.12
H 0.8016 2.1762 -7.7528 0.10
H 0.3091 2.3332 -9.4432 0.09
H 2.0214 2.3029 -9.0301 0.07
```

Calculated values
Total charge: 0
Gap between HOMO and LUMO (eV): 10.095
HOMO energy (eV): -9.57
DFT total energy (eV): -77112.3916